[1]
A molecular structure, C36H43Br2CrF3N4O3S2Si4Te at a distorted geometry, computed with wB97M-V/def2-TZVPD.

The geometry in XYZ format:
```
99
Properties=species:S:1:pos:R:3:mulliken_charge:R:1
Cr -0.1664 -0.1647 0.2362 0.439
Br 0.0575 4.8159 -0.3862 -0.214
C 1.4747 3.5496 -0.3676 -0.138
C 2.7915 3.9914 -0.3272 -0.513
C 3.8182 3.0765 -0.3066 0.122
Br 5.6115 3.7436 -0.2445 -0.306
C 3.5888 1.6859 -0.3186 0.774
C 4.5688 0.6791 -0.3038 -0.823
C 4.1610 -0.6395 -0.3154 -0.764
C 2.8129 -0.9611 -0.3246 -0.417
N 1.8531 -0.0421 -0.3199 0.575
C 2.2349 1.2666 -0.3405 -0.054
C 1.1418 2.1914 -0.3705 0.614
O -0.0584 1.7327 -0.3762 -0.601
H 3.0084 5.0494 -0.2998 0.397
H 5.6185 0.9349 -0.2869 0.296
H 4.8960 -1.4333 -0.3391 0.422
H 2.4667 -1.9866 -0.3243 0.304
C -0.2519 -2.5142 7.4239 -1.201
Si -0.2006 -2.2348 5.5353 0.589
C -1.8277 -2.9994 4.9134 -1.096
C 1.1978 -3.3640 4.9182 -1.083
Si 0.0876 0.0289 4.9879 -0.221
Te 0.4890 0.5663 2.5692 -0.478
Si 2.0859 0.8568 5.9150 0.437
C 2.2323 0.8084 7.8223 -1.136
C 2.3835 2.6673 5.4315 -1.010
C 3.5751 -0.1303 5.2679 -1.029
Si -1.7493 1.2573 5.8143 0.646
C -1.6094 3.0739 5.2816 -1.129
C -1.9247 1.2803 7.7170 -1.169
C -3.4274 0.6220 5.1770 -0.910
H -0.3713 -3.5734 7.6658 0.361
H -1.0846 -1.9692 7.8760 0.247
H 0.6676 -2.1603 7.8974 0.222
H -1.8559 -4.0734 5.1155 0.388
H -1.9541 -2.8543 3.8376 0.271
H -2.6869 -2.5429 5.4111 0.374
H 0.9620 -4.4179 5.0875 0.370
H 2.1335 -3.1415 5.4375 0.393
H 1.3742 -3.2227 3.8487 0.253
H 1.4411 1.4009 8.2892 0.252
H 3.1930 1.2056 8.1601 0.384
H 2.1417 -0.2148 8.1966 0.258
H 1.7064 3.3445 5.9585 0.261
H 2.1963 2.7769 4.3604 0.226
H 3.4090 2.9846 5.6351 0.377
H 3.6116 -1.1364 5.6940 0.274
H 4.5236 0.3655 5.4888 0.385
H 3.4889 -0.2287 4.1828 0.206
H -0.8229 3.5856 5.8427 0.289
H -2.5408 3.6277 5.4215 0.407
H -1.3363 3.1259 4.2242 0.276
H -1.0201 1.6795 8.1832 0.220
H -2.0740 0.2694 8.1056 0.268
H -2.7697 1.8926 8.0415 0.374
H -3.4027 0.4766 4.0941 0.051
H -4.2360 1.3223 5.4014 0.376
H -3.6837 -0.3399 5.6283 0.309
N -4.4354 -7.1399 -0.0641 -0.552
C -4.1442 -5.9077 -0.6561 0.639
C -5.1699 -5.0322 -1.0164 -0.610
C -4.8807 -3.8429 -1.6673 -0.487
C -3.5668 -3.5202 -1.9602 -0.336
C -2.5423 -4.3810 -1.6040 -0.653
C -2.8239 -5.5688 -0.9592 0.145
S -3.1512 -2.0043 -2.8014 1.113
O -2.2550 -2.3646 -3.8696 -0.768
O -4.4091 -1.3897 -3.1889 -0.698
N -2.3291 -1.1495 -1.7184 -0.270
C -2.9251 -0.5106 -0.7085 0.179
S -4.6608 -0.1965 -0.5044 -0.211
C -4.3243 0.6435 0.9834 -0.374
C -3.0013 0.6678 1.2112 -1.066
N -2.2162 0.0097 0.2962 0.440
H -5.2840 -7.1651 0.4745 0.210
H -3.6561 -7.5811 0.3952 0.196
H -6.1968 -5.2901 -0.7795 0.288
H -5.6658 -3.1593 -1.9599 0.480
H -1.5237 -4.1057 -1.8378 0.443
H -2.0195 -6.2388 -0.6734 0.107
H -5.1139 1.0850 1.5685 0.437
H -2.5127 1.1468 2.0476 0.433
F -0.1214 -9.6468 -0.4269 -0.306
C -0.2819 -9.0152 0.7538 0.879
F -1.5170 -9.3675 1.2075 -0.264
F 0.5874 -9.6082 1.6186 -0.288
C -0.1090 -7.5469 0.6702 0.567
C 0.2200 -6.9190 -0.5286 -0.985
C 0.3055 -5.5428 -0.5903 -0.532
C 0.0453 -4.7486 0.5419 1.351
C -0.2402 -5.4076 1.7557 -0.272
C -0.3177 -6.7798 1.8179 -1.167
C 0.0308 -3.3387 0.4768 -0.391
C -0.0842 -2.1172 0.4453 -0.960
H 0.3975 -7.5230 -1.4086 0.393
H 0.5484 -5.0541 -1.5247 0.419
H -0.4142 -4.8053 2.6375 0.695
H -0.5423 -7.2811 2.7523 0.378
```

Calculated values
**Energy relative to the best compared isomer or geometry (same formula, charge and spin)**: 18.2 kcal per mole
**Gap between HOMO and LUMO (spin up / spin down)**: 4.78 / 5.94 eV
**HOMO level (spin up / spin down)**: -1.1223 / -2.2811 eV
**Charge**: -2
**2S+1**: 5

---

[2]
A molecular structure, C36H43GeNO6PRuS, computed with wB97M-V/def2-TZVPD.

The geometry in XYZ format:
```
90
Properties=species:S:1:pos:R:3:mulliken_charge:R:1
Ru 2.5467 -0.2788 1.3234 0.126
C 3.9009 0.1185 3.1554 -0.639
C 2.9434 -0.0637 4.1840 -0.308
C 2.6752 -1.3243 4.6603 -0.473
C 3.3548 -2.4428 4.1475 -0.345
C 4.2612 -2.2889 3.1335 -0.758
C 4.5244 -1.0063 2.6063 0.039
H 4.2136 1.1194 2.8866 0.501
H 2.4415 0.8004 4.6004 0.442
H 1.9425 -1.4581 5.4458 0.424
H 3.1433 -3.4269 4.5432 0.428
H 4.7605 -3.1447 2.7013 0.344
H 5.2961 -0.8861 1.8598 0.578
S 4.7911 -1.3027 -2.5640 -0.377
C 4.1923 -0.8213 -1.1719 0.525
N 3.7522 -0.4126 -0.1554 -0.419
O 3.1101 -3.5065 0.1411 -0.632
C 2.0582 -3.1003 0.5721 -0.292
O 1.9783 -2.1276 1.4825 -0.135
C 0.7049 -3.5864 0.1080 -0.530
C 0.2474 -2.6720 -1.0600 0.174
Ge -1.5256 -1.8535 -0.9239 1.076
C -2.0255 -1.1639 0.8372 -0.318
C -1.1707 -1.1107 1.9362 0.681
C -1.6239 -0.6541 3.1676 -0.504
C -2.9362 -0.2327 3.3194 -0.761
C -3.7988 -0.2703 2.2320 -0.746
C -3.3452 -0.7407 1.0068 -0.363
C -2.8996 -3.1842 -1.3398 -0.110
C -3.1114 -4.2388 -0.4509 -0.315
C -4.0595 -5.2175 -0.7135 -0.759
C -4.8211 -5.1511 -1.8718 -0.491
C -4.6319 -4.1030 -2.7604 -0.673
C -3.6774 -3.1293 -2.4951 -0.212
C -1.6174 -0.4108 -2.2420 -0.053
C -1.9243 0.8965 -1.8721 0.389
C -2.0134 1.9066 -2.8220 -0.300
C -1.7912 1.6236 -4.1623 -0.664
C -1.4679 0.3293 -4.5466 -0.973
C -1.3812 -0.6755 -3.5925 -0.388
H 0.0105 -3.5618 0.9489 0.269
H 0.7948 -4.6179 -0.2258 0.536
H 0.2614 -3.2443 -1.9891 0.723
H 0.9432 -1.8443 -1.2052 -0.378
H -0.1436 -1.4371 1.8405 -0.045
H -0.9473 -0.6319 4.0144 0.482
H -3.2873 0.1227 4.2805 0.399
H -4.8266 0.0529 2.3409 0.408
H -4.0397 -0.7877 0.1737 0.443
H -2.5366 -4.2946 0.4683 0.351
H -4.2081 -6.0290 -0.0121 0.402
H -5.5633 -5.9118 -2.0777 0.374
H -5.2284 -4.0416 -3.6621 0.411
H -3.5500 -2.3128 -3.1971 0.301
H -2.0916 1.1323 -0.8263 -0.110
H -2.2567 2.9165 -2.5144 0.365
H -1.8663 2.4085 -4.9049 0.398
H -1.2846 0.1024 -5.5894 0.389
H -1.1251 -1.6801 -3.9139 0.392
C 1.6082 3.8525 -2.8533 -1.824
C 2.0546 2.6356 -2.0644 1.619
C 1.8385 1.3592 -2.8561 -0.358
C 3.4816 2.7886 -1.5736 -1.342
O 1.1298 2.6364 -0.9036 0.451
P 1.0776 1.6732 0.3203 0.706
O 1.0176 0.1784 -0.0077 0.017
O 2.3031 1.7846 1.2574 -0.890
O -0.2518 2.0668 1.0378 0.176
C -0.7143 3.3952 1.4634 1.668
C -1.4706 4.0155 0.3018 -1.189
C -1.6419 3.0987 2.6273 -1.531
C 0.4600 4.2572 1.8983 -1.597
H 2.2198 3.9509 -3.7506 0.473
H 1.7167 4.7597 -2.2573 0.361
H 0.5659 3.7432 -3.1536 0.272
H 2.4453 1.3953 -3.7621 0.583
H 0.7901 1.2589 -3.1374 -0.340
H 2.1355 0.4802 -2.2885 -0.268
H 4.1426 2.8780 -2.4366 0.471
H 3.7987 1.9248 -0.9929 0.078
H 3.5850 3.6841 -0.9591 0.291
H -2.3081 3.3782 0.0152 0.262
H -0.8156 4.1492 -0.5584 0.060
H -1.8633 4.9886 0.5997 0.523
H -2.4243 2.4059 2.3170 0.217
H -2.1019 4.0227 2.9798 0.476
H -1.0891 2.6450 3.4507 0.319
H 1.1249 4.4765 1.0621 0.204
H 1.0338 3.7646 2.6826 0.297
H 0.0808 5.2034 2.2864 0.517
```

Calculated values
**Energy relative to the best compared isomer or geometry (same formula, charge and spin)**: 0.0 kcal per mole
**Gap between HOMO and LUMO (spin up / spin down)**: 7.35 / 6.75 eV
**HOMO level (spin up / spin down)**: -8.3030 / -8.2149 eV
**Charge**: 0
**2S+1**: 2